1.
The following is a DFT calculation (the ωB97M-V functional and the def2-TZVPD basis) of a cluster of 10 separate species, C32H88O34P8 in total in a non-equilibrium geometry.

Properties
SMILES: COP(=O)(OC)OC.COP(=O)(OC)OC.COP(=O)(OC)OC.COP(=O)(OC)OC.COP(=O)(OC)OC.COP(=O)(OC)OC.COP(=O)(OC)OC.COP(=O)(OC)OC.C1CCOC1.C1CCOC1
Frontier orbital gap in eV: 9.405
Calculated total energy in eV: -178548.3588
Energy relative to the best compared isomer or geometry (same formula, charge and spin) in kcal per mole: 98.88
E_LUMO in eV: 0.49

Geometry as XYZ:
```
162
C32H88O34P8 | the OMol25 dataset | the ωB97M-V functional and the def2-TZVPD basis
C 8.7517 18.2370 -14.8046
P 6.4340 12.0070 -13.8941
O 5.8711 11.4159 -12.4682
H 13.0239 19.2911 -9.0272
H 14.7587 14.1840 -6.9014
H 15.3696 15.2020 -8.2393
C 15.2067 14.1807 -7.8951
H 8.3061 17.2620 -14.6074
H 4.0930 21.1891 -8.7454
O 13.7139 24.5722 -8.7342
O 5.1380 12.5025 -14.7423
O 10.7176 19.7776 -5.3085
C 5.8141 10.0438 -12.2632
H 12.9573 20.0814 -15.2499
O 3.6694 17.6133 -18.7731
H 11.6601 20.0555 -7.1266
H 3.5917 18.2233 -9.6048
H 15.3429 23.5999 -9.4774
O 11.3551 24.2718 -7.5706
H 3.4176 14.1426 -10.1677
O 3.7828 20.4773 -10.7147
H 14.3164 14.0531 -12.9838
C 2.1858 15.2015 -17.2242
H 12.2648 15.8142 -7.3458
H 4.2059 11.6665 -16.3218
H 4.6156 19.1364 -12.0453
H 8.6565 17.2139 -7.8506
H 5.4217 15.2056 -15.9075
P 8.5367 18.1907 -12.1862
C 3.8097 14.3959 -11.1527
H 2.1488 14.6285 -18.1507
C 11.9413 17.1904 -17.7690
H 9.7297 18.0323 -15.2402
H 5.4265 16.0297 -12.9872
H 3.2260 11.6400 -14.9272
H 4.6721 13.7293 -11.1502
C 10.3122 13.0004 -18.1990
C 10.1640 23.5425 -7.8459
H 14.2822 19.2681 -10.1310
H 4.9795 9.6056 -11.7159
H 13.2995 17.7680 -9.9369
C 11.8570 20.0949 -6.0552
C 3.6272 20.3906 -9.3231
C 4.4045 15.9976 -12.6097
C 3.3665 15.0241 -13.3133
H 13.5172 22.8843 -12.4030
C 4.2032 19.0074 -9.1582
H 8.1871 12.8660 -11.9863
H 14.8575 15.6813 -12.9436
C 13.2824 18.8564 -9.9928
C 4.8698 19.7708 -11.1961
H 12.1393 21.1008 -5.7448
O 8.8021 18.9362 -13.6224
H 7.0057 16.0264 -15.8260
P 12.7894 23.6100 -7.7833
H 2.6477 15.6298 -13.8651
C 14.2569 14.9626 -12.3860
C 12.0052 20.3681 -14.8035
H 11.2535 19.7675 -15.3157
C 8.1006 13.7198 -12.6583
H 14.0687 22.5642 -10.8452
H 5.6425 20.4635 -11.5294
C 10.5353 16.4298 -12.6932
H 14.3519 25.1497 -5.1577
O 8.9450 19.1075 -6.9461
H 12.1810 17.9408 -18.5224
C 8.6406 17.3666 -18.7180
H 2.4694 13.2161 -12.5566
H 5.7849 18.1173 -10.4874
O 8.3050 19.3985 -11.1231
H 2.6029 20.5626 -8.9926
O 4.2401 15.7325 -11.2556
C 7.7497 17.2729 -4.4822
O 7.1771 13.4491 -13.6241
O 10.5815 17.2504 -6.0399
H 1.7828 14.6944 -12.0016
O 8.8244 16.6342 -17.5585
C 13.4168 22.1428 -11.6104
H 9.1402 13.8812 -12.9434
C 4.2611 11.5126 -15.2442
O 8.7332 18.2912 -4.4978
O 14.6934 14.6683 -11.0708
O 12.4449 13.3177 -10.7212
O 7.2712 11.0934 -14.6211
H 10.9355 15.6033 -8.5027
H 7.2964 18.2803 -8.0153
H 13.2223 15.2757 -12.5263
O 13.4135 23.6573 -6.2473
H 9.5309 23.5991 -6.9604
H 9.1275 20.9109 -12.2609
H 3.7682 14.4360 -14.1384
P 13.0880 19.5974 -12.5245
H 10.4088 12.7675 -19.2594
O 12.7335 22.2185 -8.2753
H 12.3481 22.0684 -11.4097
O 4.5276 15.1380 -19.1064
O 9.5360 14.2057 -18.1879
H 11.9315 14.2279 -7.9005
H 15.4819 24.0000 -7.7817
C 8.3862 18.2587 -8.0034
C 15.0885 24.3555 -8.7340
H 6.2941 19.5833 -9.5257
P 13.5598 14.1062 -10.0038
O 3.3970 15.8451 -16.8880
C 11.9357 15.2672 -8.2293
C 6.2373 15.6324 -16.4912
H 9.5576 23.9907 -8.6329
H 11.8797 21.4203 -15.0589
H 12.8548 16.9043 -17.2476
H 4.6247 15.1105 -21.1668
H 7.8368 16.6854 -5.3962
P 9.8206 18.4842 -5.6700
O 9.9969 17.5258 -11.8874
H 12.6488 19.3700 -5.8665
H 6.2017 14.9550 -20.3078
H 1.4117 15.9283 -17.4705
O 10.4691 15.2879 -15.9312
H 9.5585 17.7121 -19.1935
H 4.0870 17.0171 -12.8288
H 4.5433 10.4735 -15.0748
H 11.2579 13.2701 -17.7289
H 12.7249 25.4484 -5.8418
H 8.0456 16.7246 -3.5879
C 2.7378 14.2197 -12.2265
H 6.5107 9.8604 -11.4451
H 6.6919 17.4753 -4.3142
H 8.7329 18.6941 -8.9406
P 10.0040 15.5382 -17.3645
O 11.8583 20.1766 -13.3949
H 5.3287 16.5087 -20.4535
H 8.0028 16.8406 -19.4283
H 8.1011 18.7568 -15.5079
H 9.8737 12.2150 -17.5833
H 5.9296 9.4045 -13.1384
H 10.8293 15.7129 -11.9266
H 8.0602 21.3321 -10.7555
H 8.1202 18.3077 -18.5402
H 9.6250 20.7358 -10.5490
H 6.6264 14.7368 -16.9756
O 12.4453 19.1927 -11.0967
H 1.8073 14.4853 -16.4949
P 4.2919 16.4231 -18.1302
H 12.9023 24.5647 -4.3825
O 11.1404 16.2160 -18.3275
H 16.1217 13.6298 -7.6773
O 14.2944 13.4195 -8.6994
O 5.7907 16.5958 -17.4604
H 11.3960 16.9352 -13.1314
H 9.9194 15.9338 -13.4433
H 10.1892 22.5248 -8.2356
C 5.4798 19.0533 -10.0196
O 12.9247 15.4630 -9.2154
C 13.3707 24.7178 -5.3547
O 13.9335 18.6008 -13.2125
C 8.7902 20.6898 -11.2483
H 7.7639 14.5925 -12.0986
C 5.2221 15.4329 -20.3140
H 15.7022 25.2045 -9.0350
H 11.3623 17.5740 -16.9289
O 7.3805 17.2802 -12.2817
O 13.9104 20.9603 -12.2108
H 4.3797 18.6955 -8.1288
```

---

2.
The following is a DFT calculation (the ωB97M-V functional and the def2-TZVPD basis) of the ion C5H13NOP with charge +1 in a non-equilibrium geometry.

Properties
SMILES: C=[N+]=[P@](C)(CC)OC
Frontier orbital gap in eV: 10.137
Calculated total energy in eV: -18212.6377
Energy relative to the best compared isomer or geometry (same formula, charge and spin) in kcal per mole: 55.79
E_LUMO in eV: -4.13
Net charge: +1

Geometry as XYZ:
```
21
C5H13NOP | the OMol25 dataset | the ωB97M-V functional and the def2-TZVPD basis
H -0.9016 2.7063 -0.5864
C 0.2531 -0.2092 2.1167
H 2.6394 -0.9981 0.6343
H 0.6801 3.5161 -0.6333
H 0.4005 -1.2767 2.4117
H -3.5930 0.3715 -0.9460
H 0.2739 -2.0465 -0.7575
H 0.8477 -0.6201 -1.6545
N 0.7453 1.6034 0.0054
C 0.1354 2.5468 -0.5694
O -2.0130 0.1701 0.3025
C 0.8081 -1.1300 -0.7498
H 2.7764 -2.0908 -0.8355
P 0.0155 0.0542 0.4284
H 0.9541 0.6166 2.5770
C 2.3159 -1.1039 -0.3642
H -3.2517 -1.2395 -0.6576
C -2.7742 -0.2924 -0.8334
H -2.1514 -0.3395 -1.6194
H -0.8255 -0.1151 2.6044
H 2.6651 -0.1232 -0.8734
```

---

3.
The following is a DFT calculation (the ωB97M-V functional and the def2-TZVPD basis) of a cluster of 5 separate species, C20H40ClFO17S2 in total in a non-equilibrium geometry.

Properties
Frontier orbital gap in eV: 9.135
Calculated total energy in eV: -93097.6645
Energy relative to the best compared isomer or geometry (same formula, charge and spin) in kcal per mole: 122.13
E_LUMO in eV: -1.57

Geometry as XYZ:
```
81
C20H40ClFO17S2 | the OMol25 dataset | the ωB97M-V functional and the def2-TZVPD basis
C 6.2214 -0.3510 -0.5986
H 4.6927 -2.4024 1.3960
C -6.0468 1.2642 2.6414
H -12.6745 0.8832 -0.9505
O -9.5328 -1.3435 -0.5750
H -8.6311 -1.9478 -2.3627
C 8.4170 0.3276 -2.6218
H 0.4978 0.3781 -3.8130
H -4.6335 4.6562 -0.4973
O -4.6121 3.2655 1.6166
C -8.3738 -1.4753 -1.4075
H -8.3457 0.5568 -2.1667
S -2.3920 0.4833 -4.3094
O 7.0713 1.3578 4.4960
H -13.1834 -0.6958 -1.6512
H 6.8832 1.7256 -1.9651
H 9.1556 -1.6076 8.2933
O 6.9046 0.3349 0.1488
H 1.7374 -1.5453 -4.8903
C -0.1613 -0.6147 -3.8782
O 0.1937 -3.8495 0.8209
H 9.3508 -1.2192 6.5739
O -2.9476 1.3956 -5.4699
O -5.3660 2.6972 -0.4795
C -7.6999 -0.1297 -1.6107
C -3.0997 3.2582 -1.1540
O -1.1370 -0.5184 -4.9771
H 9.5357 0.0533 7.7727
H 2.8366 -2.2969 -2.7498
C -4.5437 3.7185 -1.0581
S 0.3125 -2.5505 -0.0421
C 7.4822 -0.5359 7.4387
H 6.5846 0.9761 -3.5321
O 7.4720 -0.8892 4.7482
C 1.7053 -1.9762 -2.5988
H -6.8240 0.5282 2.8638
H 6.8982 -1.4193 7.1550
H 9.0251 1.0670 -3.1506
C -5.2954 2.5796 0.8691
H 6.4412 -2.1016 1.4283
O -1.1523 -1.9890 -0.1932
H 1.5102 -4.0790 -1.7424
F -1.1720 2.5515 -3.9633
Cl 1.5031 -1.0673 0.8157
H 7.1195 -0.2118 8.4196
C 0.8333 -3.0977 -1.7577
C -10.6427 -0.8599 -1.1849
H -2.6665 3.1036 -0.1612
H 0.4459 -2.8635 -4.3840
H -2.4917 3.9976 -1.6828
H 8.4822 -0.6299 -3.1490
H 1.6848 -0.9233 -2.0430
H -0.1754 -3.3431 -2.3454
H 8.8502 0.1729 -1.6290
H -3.0345 2.3007 -1.6812
O -1.7249 1.6120 -3.1950
H -4.9321 3.9067 -2.0643
C 7.1666 1.1744 3.0862
C 0.9415 -1.8456 -4.0798
H -7.4878 0.3447 -0.6470
H -6.7637 -0.2448 -2.1642
H -7.6857 -2.1511 -0.8893
H -5.0755 0.8290 2.8961
C 7.2750 0.2249 5.2128
O -10.7372 -0.5452 -2.3630
C 6.9730 0.7878 -2.5259
H -0.6681 -0.7726 -2.8309
C 8.9654 -0.8490 7.5288
H 6.5131 0.3652 2.7431
H 5.2780 -0.7712 1.7748
H -13.5970 -0.2789 0.0228
O 7.2448 0.5462 6.5295
O -11.6271 -0.7630 -0.2573
C -12.8306 -0.1814 -0.7508
C 5.4699 -1.6664 1.1736
O -6.0970 1.5533 1.2471
O 5.4197 -1.3773 -0.2207
H 8.2059 0.9762 2.8065
H 6.8491 2.1012 2.6009
O 6.1507 -0.2334 -1.9473
H -6.2388 2.1594 3.2426
```

---

4.
The following is a DFT calculation (the ωB97M-V functional and the def2-TZVPD basis) of a cluster of 2 separate species, C10H16 in total in a non-equilibrium geometry.

Properties
Multiplicity: 2
Frontier orbital gap (alpha / beta) in eV: 2.856 / 7.270
Calculated total energy in eV: -10626.8449
Energy relative to the best compared isomer or geometry (same formula, charge and spin) in kcal per mole: 33.80
E_LUMO (alpha / beta) in eV: 3.83 / 3.66
Net charge: -1

Geometry as XYZ:
```
26
C10H16 | the OMol25 dataset | the ωB97M-V functional and the def2-TZVPD basis
H -2.0724 -1.1009 1.7443
C 0.2405 2.2007 1.0006
H 0.0142 -2.7760 0.6617
H -0.2637 -3.3438 2.2913
H 0.2317 -0.5871 -2.7496
C -0.6201 3.0642 0.3286
H -1.1386 -1.3850 3.1041
H 1.9974 -2.0390 -2.0613
H -0.1193 -1.3506 -1.0756
H -0.2664 -0.6548 1.7077
C 0.4864 -0.5367 -1.6804
C -0.9788 2.9060 -1.0450
H -0.5668 1.5549 -2.7535
C -0.4842 1.7785 -1.7193
C -1.0535 -1.4240 1.9983
C -0.6093 -2.7794 1.5376
H 2.6228 -0.4128 -2.0127
C 0.2185 0.7975 -0.9845
H 2.2224 -1.0958 -0.4143
H -1.5609 3.7643 -1.6492
H 0.3846 2.4194 2.0454
H -1.4970 -3.2100 1.0935
H 1.2766 0.4146 0.9151
H -1.0084 3.8348 0.9227
C 0.6723 1.0373 0.3191
C 1.8718 -1.0763 -1.5246
```

---

5.
The following is a DFT calculation (the ωB97M-V functional and the def2-TZVPD basis) of a cluster of 2 separate species, C5H14 in total in a non-equilibrium geometry.

Properties
SMILES: CCC.CC
Frontier orbital gap in eV: 12.067
Calculated total energy in eV: -5410.7461
Energy relative to the best compared isomer or geometry (same formula, charge and spin) in kcal per mole: 30.06
E_LUMO in eV: 1.08

Geometry as XYZ:
```
19
C5H14 | the OMol25 dataset | the ωB97M-V functional and the def2-TZVPD basis
H -1.4336 0.6258 -3.2286
C 1.0057 0.3729 1.5460
H 1.2884 -2.1777 -0.0585
H 0.5510 -3.1713 1.1095
C 0.5261 -2.1428 0.7691
C 0.8563 -1.1745 1.9312
H 1.3697 1.0552 2.3367
H -0.3586 -1.8610 0.1604
H 0.4438 1.9857 -1.7738
H -2.5352 0.9657 -1.9590
C -1.7019 1.4005 -2.3238
H 0.0347 0.5761 1.0623
H -0.1894 0.3165 -1.1438
C -0.5003 1.3798 -1.3724
H -0.8261 1.6750 -0.3634
H -0.0181 -1.1256 2.5978
H 1.6801 -1.4760 2.5175
H -1.9779 2.3835 -2.6405
H 1.7854 0.3922 0.8334
```